63
Properties=species:S:1:pos:R:3:forces:R:3:mulliken_charge:R:1 method="wB97M-V/def2-TZVPD" smiles="COc1ccccc1N1CCN(S(=O)(=O)CCNC(=O)c2ccc(OC(C)C)cc2)CC1" orbital_gap_ha=0.2849 charge=0 e_above_lowest_kj_mol=2540.3 homo_energy_ha=-0.277
S -0.6295 1.8038 -0.1641 -2.0293 -8.4337 4.4361 1.001
O 6.0844 -2.6783 0.1271 -1.6525 4.1123 -2.1879 -0.381
O 3.7773 3.2839 0.7257 7.1939 14.6638 8.3823 -0.413
O -0.8746 1.8394 -1.4958 -0.4634 3.0373 -7.8322 -0.711
O -5.4000 -1.2790 1.7224 -3.3106 -2.7442 0.4351 -0.400
O 0.0525 0.5402 0.1320 0.7080 1.1302 1.3801 -0.907
N 2.3677 2.4976 -0.6098 -5.2924 -5.6478 -2.6550 -0.237
N -4.1680 -0.0142 -0.1315 -4.8445 5.2291 -3.3466 0.289
N -2.1065 1.6444 0.4692 0.4687 2.3633 0.0591 -0.140
C 4.1756 -1.3634 0.0690 -2.7584 -8.1652 -1.2096 -0.515
C -2.3503 0.5703 1.4846 -13.0016 5.4833 -7.3845 -1.811
C 7.7853 -4.0372 0.4462 2.1477 -3.5619 -5.4688 -1.798
C 3.9703 1.1083 0.3201 6.5538 -7.8972 -1.3789 0.505
C 6.1163 -0.1472 0.3493 4.7624 1.6217 -2.6027 -0.202
C 3.3657 2.3727 0.3249 -6.7142 -10.9321 -7.7720 0.549
C -5.4897 -1.1001 -1.9968 -6.9836 -7.3772 10.5356 -0.919
C -3.8757 1.2707 -1.0311 9.6955 -11.3261 1.3213 -0.803
C -3.3408 2.3400 -0.3551 1.7013 -5.5214 8.7103 -1.566
C -5.2062 -0.8870 -0.6318 1.8670 -0.1702 2.7131 0.222
C 1.3302 3.4608 -0.3854 -0.6593 -0.5199 -6.1621 -1.396
C -3.2002 -0.3754 0.6928 8.1743 -3.0202 -1.9032 -0.293
C -6.8274 -2.7101 -0.1023 6.6178 5.1900 16.9613 -0.014
C -6.5485 -2.1395 -2.0865 5.9148 7.8137 -12.8639 -0.288
C -6.2596 -1.9924 2.8451 1.2516 0.3131 -2.7239 -0.794
C 7.4737 -2.6860 -0.0491 0.4175 -0.3774 1.9560 0.659
C -5.8205 -1.6651 0.4141 -0.9442 -0.6308 -2.1084 0.278
C 7.9576 -2.5346 -1.5316 1.6013 2.3920 4.0146 -1.164
C 0.2156 3.0425 0.4897 0.5169 4.0240 0.0762 -0.254
C 5.4710 1.1060 0.2778 -5.7360 -2.6700 1.5396 -1.268
C -7.2020 -2.8098 -1.2412 5.2781 6.9161 -5.0758 -1.554
C 5.4889 -1.2355 -0.1461 2.9312 -5.3283 4.0194 0.476
C 3.4078 -0.3825 0.1057 -4.6274 13.6858 1.3797 0.152
H 0.6492 2.9064 1.4379 -0.1906 -0.7291 1.5245 0.400
H -7.3258 -1.7390 2.6185 0.9498 -0.2938 0.5124 0.311
H 7.5103 -3.2727 -2.1069 -1.1632 -0.8944 -1.2617 0.324
H 3.4935 -2.3672 0.1558 2.6511 1.7674 -0.6356 0.218
H -4.6542 1.5097 -1.3875 -10.8758 2.6189 -5.5852 1.008
H 7.2351 -4.8744 -0.2671 1.7522 1.9916 0.8718 0.227
H 1.7921 1.5044 -0.9216 2.7130 3.3120 1.0874 0.274
H 7.8234 -1.9937 0.8220 0.4725 -0.5011 -2.1484 0.287
H 0.8952 3.8147 -1.5406 1.1118 -0.9399 3.4007 0.158
H -3.8866 2.5997 0.5172 -1.0807 1.3070 0.1612 0.429
H -6.6507 -2.0563 -3.2790 -0.9695 -1.4771 2.4558 0.112
H 1.8984 4.2119 -0.0414 1.0457 3.5500 1.6804 0.858
H -5.8691 -1.6104 3.7901 -0.2379 0.0865 -0.3202 0.244
H -3.0718 0.6712 -1.8322 -2.1130 2.5750 1.6777 0.343
H 8.8117 -4.4093 0.6650 -0.0418 0.8884 -1.1321 0.395
H -0.4744 3.8917 0.4780 -0.0414 0.0786 0.4804 0.327
H 7.3376 -0.2434 0.3693 -3.2731 0.7255 0.2415 0.195
H -3.0275 1.1404 2.0727 -0.6031 0.0920 1.8761 0.470
H 2.3538 -0.0555 0.0922 -0.1001 -2.5201 0.2624 0.160
H -5.0039 -0.5819 -2.5836 4.0989 4.4629 -6.8652 0.959
H -6.0350 -3.0904 2.7422 -0.4522 1.0957 0.1963 0.317
H -1.5486 0.4917 1.8557 10.8646 -3.0475 5.4044 0.935
H -2.8012 2.9259 -0.8366 3.5640 6.2072 -4.6147 0.637
H 7.7660 -1.4585 -1.6951 0.1752 -0.7077 -1.1468 0.346
H -7.7707 -3.4369 -1.2816 -11.8018 -12.0513 -2.9216 0.881
H 9.0472 -2.7515 -1.4508 -0.5962 0.4352 -0.4959 0.378
H 5.8664 2.0032 0.5324 1.8236 2.4952 0.4364 0.536
H -3.3641 -1.1832 1.2700 -1.1222 -2.7302 1.6143 0.814
H -2.2584 -0.7880 -0.0767 -1.6703 0.2877 1.5931 0.161
H -7.3460 -3.1603 0.7007 -0.4053 -0.9544 0.7598 0.375
H 7.3848 -4.4202 1.2354 -3.2686 -0.7823 5.6465 0.613

=====

16
Properties=species:S:1:pos:R:3:forces:R:3:mulliken_charge:R:1 method="wB97M-V/def2-TZVPD" orbital_gap_ha=0.3030 charge=-1 e_above_lowest_kj_mol=151.4 homo_energy_ha=-0.160
O 0.4811 -1.1851 2.1448 0.1040 -0.1181 1.1229 -0.844
O 2.9248 -1.0909 1.4510 2.5263 0.2479 -1.1678 -0.667
O -0.0575 -1.5588 -0.0500 0.9158 0.0584 2.6212 -0.764
O -0.0964 1.4129 -2.2420 2.0217 -0.2901 1.1601 -0.583
N -0.4953 0.4111 0.8969 -0.4349 3.0943 1.2389 -0.185
C 0.0454 -0.8516 1.0453 -1.4290 -1.8344 -3.0535 0.570
C -0.8745 0.3094 -1.6107 -1.1470 3.8389 -2.0668 -0.360
C -1.3954 0.8421 -0.1836 1.1329 -3.5188 -1.8418 -0.571
H 2.4363 -1.0223 2.2449 -1.2928 0.0317 1.0187 0.332
H -0.3457 -0.6099 -1.6101 0.2205 -0.4327 0.2006 0.373
H -1.5903 0.4141 -2.5018 -0.4727 -1.1818 2.0325 0.225
H -2.3637 0.3046 -0.1095 -0.0619 0.9135 0.3596 0.238
H -0.5048 0.9913 1.7761 -0.0396 -1.0742 -1.5352 0.205
H 2.4228 -1.6905 0.9087 -0.6210 -0.2395 -0.1859 0.322
H 0.7939 1.4201 -1.8189 -0.8896 0.0238 -0.3890 0.292
H -1.3806 1.9036 -0.3411 -0.5325 0.4810 0.4854 0.416

=====

83
Properties=species:S:1:pos:R:3:forces:R:3:lowdin_spin:R:1 method="wB97M-V/def2-TZVPD" orbital_gap_ha="0.1961 / 0.3310" spin_multiplicity=4 charge=0 e_above_lowest_kj_mol=0.0 homo_energy_ha="-0.201 / -0.343"
Ti -0.6715 1.3720 2.7694 0.2617 -0.2638 -0.3517 2.598
O -1.3628 0.6216 0.5334 0.3546 0.0456 0.6794 0.053
O 0.7542 0.3162 1.0995 -0.6289 0.4368 0.3247 0.035
O -3.9117 -0.3137 0.0912 -0.0901 -0.1589 -0.2119 0.001
O 3.0254 1.4176 -0.2595 -0.0182 0.0335 -0.1855 0.001
O 2.6052 -3.1606 -3.3938 -0.3512 -0.2877 -0.1925 0.000
O 2.0141 -1.7887 2.5221 0.0467 -0.0311 0.0345 0.002
O -5.5439 -1.9359 -1.5912 0.0199 -0.3309 -0.2025 0.000
O 0.8133 2.0449 4.4216 -0.0738 -0.3839 -0.1027 0.082
O 1.5290 -5.6179 -0.7552 -0.0655 -0.0204 0.0593 0.000
O -2.4062 2.8738 -1.1795 -0.0718 0.0686 -0.0032 0.006
O -2.3660 0.3519 4.0009 0.4390 -0.2218 0.0002 0.067
O 0.7409 1.7224 -5.3335 -0.0727 -0.1256 0.0299 0.000
C 2.0966 1.4380 4.7651 -0.2000 0.1595 0.0695 0.010
C -2.2036 -1.0186 4.4468 -0.3621 -0.1393 0.1680 0.006
C 3.0146 1.5441 3.5901 0.3107 0.2819 -0.3687 0.006
C 3.2792 -1.8393 1.8902 0.2791 0.2367 -0.1441 0.000
C -1.1975 3.6225 -1.1453 -0.2808 -0.3763 0.0467 0.008
C -3.2742 -2.2804 -2.4326 0.6228 -0.2038 0.0666 0.000
C -0.0792 1.3286 -4.2463 -0.0645 0.0619 0.3240 0.000
C 2.6213 2.1061 -1.4411 0.0278 -0.2534 0.0943 0.000
C 0.0154 -0.5990 -0.9934 0.1691 0.3302 0.0056 0.003
C -0.7925 -1.4653 4.1906 0.2803 0.1402 0.0860 0.026
C -0.2147 0.1632 0.2861 -0.1194 -0.0642 -0.1627 0.024
C -4.7440 -2.4801 -2.6473 -0.6982 0.4689 0.2044 0.000
C -1.2660 4.6754 -2.2209 0.1346 0.2584 0.0584 0.001
C -4.6093 -0.1856 1.3016 -0.1410 0.1697 0.3299 0.003
C 3.1679 3.5182 -1.4412 -0.1311 0.0238 -0.2464 0.000
C 1.3293 -4.2789 -0.3478 0.1213 0.6199 -0.0198 0.000
C 2.9781 -1.8154 -3.1617 -0.2121 -0.2082 0.5408 0.000
H 3.8416 -1.5257 -3.7593 0.0145 0.1688 -0.0008 0.000
H -2.9781 -2.6628 -1.4516 0.0137 0.0498 -0.0266 0.000
H -4.9873 -1.3972 -1.0143 0.2318 0.1162 -0.1286 0.000
H -0.4732 5.4123 -2.0689 0.0450 -0.0756 -0.1383 0.000
H 3.9801 1.0906 3.8179 -0.0685 -0.1557 -0.0255 0.000
H 1.0152 -0.3896 -1.3744 0.0263 -0.0748 0.0641 0.000
H 2.1845 -3.8750 0.2070 -0.0562 -0.1564 0.0852 0.000
H -2.9193 -1.6526 3.9156 0.0612 0.0673 -0.0782 0.000
H 2.9741 4.0063 -2.4015 -0.0421 -0.0234 0.0810 0.000
H 2.3098 -5.6440 -1.3129 -0.0261 -0.0494 -0.0460 0.000
H 2.9752 1.5584 -2.3268 0.1336 0.0274 0.0978 0.000
H 1.5301 2.0910 -1.5086 -0.0056 0.2176 0.0003 0.000
H -4.1091 -0.7189 2.1208 -0.0523 0.0133 -0.0576 0.000
H 2.2326 1.0642 0.1697 0.1013 -0.0847 0.1276 0.000
H -2.9888 -1.2299 -2.4983 -0.0834 0.0587 0.0640 0.000
H 3.2105 2.5862 3.3298 -0.0987 -0.0123 0.0118 0.001
H 0.5616 2.6783 5.1003 -0.0487 -0.0070 -0.0819 0.014
H 3.2205 -1.7556 0.7978 -0.1769 -0.0586 0.0606 0.000
H 0.4563 -4.2277 0.2995 0.0061 -0.2203 0.0471 0.000
H 1.5342 -1.0410 2.1382 0.0032 0.0022 -0.1503 0.001
H -0.0388 0.2556 -4.0243 0.0868 0.0036 -0.2208 0.000
H -3.2837 0.6106 4.1297 -0.0108 0.1438 -0.1898 0.008
H -0.7198 -0.3075 -1.7391 -0.1049 -0.1473 0.0308 0.000
H -0.3698 2.9231 -1.3120 0.2039 0.2476 0.0324 0.000
H -2.2153 5.2070 -2.1480 -0.0335 -0.0539 -0.0137 0.000
H 3.2875 -3.7771 -3.1192 0.2161 0.2369 0.0182 0.000
H 4.2467 3.5032 -1.2906 0.0199 -0.0397 0.0615 0.000
H -0.5576 -1.4572 3.1246 0.0202 -0.0062 0.0033 0.007
H -2.3051 2.1119 -0.5959 0.0169 0.0135 0.0233 0.002
H -0.0845 -0.8234 4.7233 -0.0247 0.0079 -0.1168 0.006
H -4.9836 -3.5413 -2.7231 0.0033 -0.0652 -0.0304 0.000
H 2.1008 -1.2207 -3.4132 0.1247 0.0907 -0.2638 0.000
H -5.0494 -1.9923 -3.5804 0.0097 -0.1411 -0.0401 0.000
H -4.7481 0.8646 1.5917 0.0965 -0.0528 -0.0233 0.002
H -1.0581 4.0995 -0.1676 -0.0049 -0.0923 0.0186 0.012
H 0.1778 1.8633 -3.3237 0.0006 0.0257 -0.0834 0.000
H 3.1597 -1.6352 -2.0943 0.2469 0.0461 -0.1117 0.000
H -2.6984 -2.8276 -3.1843 -0.0467 0.0343 -0.0029 0.000
H -0.0507 -1.6673 -0.7871 -0.0793 -0.0232 -0.0345 0.001
H 3.7506 -2.7896 2.1332 -0.0446 -0.0310 0.0699 0.000
H 1.9434 0.3901 5.0249 -0.1694 0.0312 0.0843 0.001
H -1.1792 4.2488 -3.2190 -0.0147 -0.0125 -0.0205 0.000
H 1.6363 1.4128 -5.1749 0.0172 0.0056 0.0168 0.000
H -5.6015 -0.6172 1.1691 0.0341 -0.0519 -0.0199 0.000
H -0.6175 -2.4767 4.5561 -0.1542 -0.0556 -0.0432 0.003
H 2.5782 1.0559 2.7180 0.1140 -0.0381 0.0163 0.003
H 1.1565 -3.5998 -1.1909 -0.0232 -0.2037 -0.1013 0.000
H -1.1081 1.5788 -4.4943 0.0114 0.0239 -0.0792 0.000
H 3.9400 -1.0262 2.2190 -0.0609 -0.1030 0.0808 0.000
H -2.4487 -1.0814 5.5108 0.0630 0.1149 -0.0198 0.001
H 2.7097 4.1126 -0.6511 0.0220 -0.0032 0.0410 0.000
H -2.9792 -0.0699 0.2058 0.0265 0.0878 0.0284 0.000
H 2.4979 1.9683 5.6289 -0.0265 -0.0619 0.0536 0.001

=====

27
Properties=species:S:1:pos:R:3:forces:R:3:mulliken_charge:R:1 method="wB97M-V/def2-TZVPD" orbital_gap_ha=0.3105 charge=+1 e_above_lowest_kj_mol=207.9 homo_energy_ha=-0.455
Cl -3.3107 -4.1694 -2.2016 -0.3216 -0.4032 -0.9446 -0.124
N -2.2425 -2.5942 -0.5802 1.0151 0.9442 -0.6863 -0.538
N 2.8913 0.0110 2.2056 0.5917 0.3528 -0.2457 -0.457
N 3.0207 2.3724 1.8467 -0.3566 -0.1456 0.4699 -0.472
N -0.1657 1.2810 0.2324 -0.6971 -0.1166 0.9189 0.217
C -1.3872 -1.6440 -0.1477 -0.0098 -0.2853 -3.1144 -0.301
C -0.1178 0.7846 2.6986 -0.8337 0.8952 0.6853 -0.802
C -0.2774 1.1455 1.4729 0.4067 0.3617 -0.2993 0.679
C -0.5508 -0.8821 -0.9802 -1.9257 -1.4567 0.0686 0.587
C 0.3854 0.1548 -0.4818 1.3263 -1.7942 0.1539 -1.162
C -2.2502 -2.8895 -1.8890 1.5211 1.0752 0.5150 0.244
C -0.5697 -1.2659 -2.3264 1.0982 -0.1090 -1.1223 -0.308
C 3.1290 1.2037 2.1689 -0.9929 -1.6153 -0.4141 0.462
C -0.7460 2.2853 -0.6614 -1.5216 1.0702 2.3743 -0.779
C -1.3395 -2.2805 -2.8556 -1.9512 -0.4779 3.9606 -0.649
H 1.1783 -0.2947 0.1515 -0.3020 0.3924 -0.4483 0.383
H 0.1964 -0.9012 -3.0193 -0.2611 0.4316 0.2976 0.308
H 0.7742 0.5876 -1.3563 1.2612 0.5090 -1.0262 0.550
H -1.2372 -2.6806 -3.8114 0.0700 -0.3041 -1.4765 0.494
H -1.2988 -1.5638 0.8672 -0.0997 0.3468 2.6869 0.557
H -1.4139 2.9649 -0.0534 0.4571 -0.9628 -0.9950 0.353
H -1.0042 0.4436 3.2816 1.0280 -0.0780 -0.4049 0.305
H 2.9843 -0.7657 2.8369 0.0855 0.4315 0.2209 0.250
H 0.8256 1.1335 3.1543 -0.6837 -0.3358 0.0330 0.257
H -1.2061 1.6863 -1.3995 -1.2282 -0.2570 -0.7694 0.354
H -0.0436 2.8866 -1.1546 1.5432 0.6629 -0.3378 0.335
H 3.7761 2.9908 2.0016 0.7809 0.8678 -0.1001 0.257

=====

What E values result from the calculations? In sequence: -1832.82384 -474.86210 -2431.71604 -1067.10618 Ha.